The following is a quantum chemistry calculation of a gas-phase ion, C5H14N2O (charge +2), from the OMol25 dataset.

Cartesian coordinates (Å):
O: 1.3355 1.5210 -1.4952
N: -0.2731 -0.6719 0.0963
N: -1.1740 1.3179 1.1051
C: 1.1178 -1.2300 0.1003
C: -0.3176 0.7306 0.3475
C: 1.1474 1.6498 -0.0935
C: -0.5832 -0.5825 -1.3911
C: -1.2555 -1.4520 0.9986
H: -1.7049 -0.6663 -1.5624
H: -0.2370 0.4619 -1.7467
H: -1.0601 2.4297 1.2084
H: 1.0773 -2.2530 0.0123
H: 1.7919 -0.8269 -0.7153
H: 1.8522 2.1972 -1.9327
H: 0.0127 -1.1843 -1.9450
H: -1.7435 0.8707 1.9227
H: -2.1262 -0.9231 1.0853
H: -0.9149 -1.8370 1.9057
H: -1.4755 -2.3472 0.3056
H: 1.5319 -1.0145 1.1100
H: 1.0684 2.7381 0.1475
H: 1.9304 1.0719 0.5366

Results
HOMO-LUMO gap, eV: 10.264
Charge: +2


The following is a quantum chemistry calculation of 2 unconnected molecules or ions with the total composition C5H14N2O2, from the OMol25 dataset.

Cartesian coordinates (Å):
O: 1.7691 0.4944 -0.9490
O: 1.6548 2.6285 0.8838
N: -1.1798 2.7740 -0.4217
N: -0.4528 0.4255 -0.5462
C: 1.0205 -1.3505 0.3116
C: -1.0719 -2.7945 0.0421
C: -0.7796 1.6648 -1.2449
C: 0.8007 -0.0573 -0.4451
C: -0.1414 -2.0682 1.0083
H: -1.5163 -2.0736 -0.6286
H: -0.3891 3.0943 0.1106
H: 2.2740 3.3228 1.1223
H: -1.9073 -3.2635 0.5642
H: 1.5543 -1.9885 -0.3921
H: 1.7500 -1.1108 1.0691
H: -0.5470 -3.5198 -0.5733
H: 2.1477 2.0425 0.2868
H: 0.3400 -2.7545 1.7056
H: -1.5836 1.4222 -1.9485
H: 0.0691 1.9896 -1.8294
H: -1.1518 -0.0368 0.0042
H: -1.9322 2.5691 0.2211
H: -0.7272 -1.4099 1.6490

Results
HOMO-LUMO gap, eV: 10.120


The following is a quantum chemistry calculation of a molecular structure, C5H14N2O2, from the OMol25 dataset.

Cartesian coordinates (Å):
O: -1.8085 -0.9928 0.1325
O: -1.3609 -1.3456 -2.0544
N: -1.3657 1.0681 1.4514
N: 1.9126 -0.0485 -0.6936
C: -0.8861 -1.2614 -0.7397
C: -0.0539 -2.4967 -0.4462
C: 0.6557 2.4615 1.3358
C: -0.0715 1.1665 1.4358
C: 0.5282 0.1805 -1.0304
H: 2.0540 -0.2600 0.2886
H: 0.4126 0.0059 -2.0955
H: -1.8933 1.8937 1.1894
H: 0.8292 2.8639 2.3371
H: -2.2965 -1.1061 -2.0493
H: 0.6803 -2.6651 -1.2312
H: 1.6156 2.3335 0.8434
H: -1.7491 0.1064 0.8679
H: 0.4690 0.2644 1.6899
H: 0.2424 1.2273 -0.9307
H: -0.7229 -3.3586 -0.3854
H: 0.4485 -2.3998 0.5156
H: 2.2899 -0.8335 -1.2093
H: 0.0705 3.1965 0.7783

Results
HOMO-LUMO gap, eV: 7.146


The following is a quantum chemistry calculation of 2 unconnected molecules or ions with the total composition C5H14N2O2, from the OMol25 dataset.

Cartesian coordinates (Å):
O: 3.1496 0.0097 -1.2735
O: 0.7151 0.4019 -0.0842
N: 1.6449 -1.6471 -0.4233
N: 2.6437 -2.0420 0.5171
C: -0.2894 1.2337 -0.5944
C: -1.6311 1.0469 0.1329
C: -2.1718 -0.3745 -0.0460
C: -1.5142 1.4147 1.6143
C: 2.0249 -0.4030 -1.3182
H: 1.3462 -2.4497 -0.9720
H: 3.5405 -1.7842 0.1015
H: -1.5212 -1.1031 0.4454
H: -2.4729 1.3023 2.1267
H: -1.1830 2.4485 1.7384
H: -0.4550 1.0376 -1.6710
H: -3.1657 -0.4771 0.3955
H: -2.3358 1.7407 -0.3429
H: 1.3322 -0.3432 -2.1674
H: 0.0204 2.2851 -0.5092
H: -2.2456 -0.6429 -1.1038
H: -0.7836 0.7714 2.1087
H: 0.8224 -0.9989 0.0075
H: 2.5295 -1.4269 1.3176

Results
HOMO-LUMO gap, eV: 9.937


Quick rundown of E_tot, same order as above: -10418.5410, -12488.0690, -12484.3642, -12484.6951 eV
Quick rundown of relative energy (zero: lowest compared OMol25 entry of this formula, charge and spin), same order as above: 103.3, 6.0, 91.4, 83.8 kcal/mol